[1]
HNO3P2 | ωB97M-V/def2-TZVPD

The geometry in XYZ format:
```
7
HNO3P2, DFT ωB97M-V/def2-TZVPD
N -0.95 0.49 0.02
O -1.92 0.87 0.60
O -0.44 0.99 -1.02
O 1.67 -0.71 -1.93
P 1.49 -0.01 -0.69
P -0.04 -1.06 0.87
H 0.20 -0.55 2.15
```

Output
HOMO level (eV): -9.04

---

[2]
C15H30BCl2F4N3S5SeW | ωB97M-V/def2-TZVPD

The geometry in XYZ format:
```
62
C15H30BCl2F4N3S5SeW, DFT ωB97M-V/def2-TZVPD
W 0.51 -0.16 0.94
C 0.15 0.74 4.40
C 0.90 1.94 3.89
S 0.70 2.18 2.11
C -0.89 3.05 2.01
C -2.12 2.17 2.04
S -1.91 0.78 0.90
C -2.97 -0.46 1.67
C -2.65 -1.80 1.05
S -0.92 -2.31 1.22
C -0.83 -2.93 2.92
C -0.62 -1.86 3.97
S 0.69 -0.70 3.46
H -0.93 0.86 4.29
H 0.37 0.55 5.45
H 1.98 1.84 4.04
H 0.57 2.86 4.38
H -0.84 3.61 1.08
H -0.89 3.77 2.83
H -2.99 2.74 1.69
H -2.34 1.79 3.04
H -4.01 -0.18 1.47
H -2.81 -0.46 2.75
H -2.82 -1.78 -0.03
H -3.26 -2.60 1.47
H 0.00 -3.63 2.90
H -1.74 -3.49 3.11
H -0.28 -2.31 4.90
H -1.52 -1.28 4.17
Se 2.61 -1.62 0.89
C 2.01 -3.31 1.31
N 1.64 -4.37 1.58
F 3.35 2.88 0.13
B 3.56 1.62 0.52
F 1.86 0.94 0.00
F 4.30 0.80 -0.23
F 3.47 1.35 1.84
Cl -0.61 5.52 -0.92
C 0.41 4.31 -1.67
Cl -0.22 2.66 -1.40
H 1.41 4.35 -1.24
H 0.43 4.48 -2.74
C -1.81 0.23 -3.79
N -0.67 -0.67 -3.95
C -0.80 -1.55 -5.12
C 0.20 -0.96 -2.97
S -0.45 -0.75 -1.35
N 1.39 -1.42 -3.30
C 2.01 -1.15 -4.60
C 2.26 -2.14 -2.37
H -2.03 0.66 -4.77
H -1.57 1.03 -3.10
H -2.69 -0.30 -3.44
H -1.83 -1.91 -5.16
H -0.14 -2.41 -5.03
H -0.59 -1.01 -6.05
H 1.48 -0.34 -5.11
H 2.02 -2.04 -5.23
H 3.04 -0.84 -4.41
H 1.66 -2.64 -1.62
H 2.96 -1.45 -1.90
H 2.82 -2.88 -2.94
```

Output
⟨S²⟩: 2.02
Spin multiplicity: 3
HOMO level (alpha / beta) (eV): -13.84 / -14.27
Total charge: +2

---

[3]
C2H3BrO | ωB97M-V/def2-TZVPD

The geometry in XYZ format:
```
7
C2H3BrO, DFT ωB97M-V/def2-TZVPD
O 1.24 -1.33 0.87
C 0.75 -0.24 0.99
C -0.43 0.52 0.56
Br -2.07 -0.35 -0.47
H 1.22 0.55 1.69
H -0.94 1.00 1.45
H -0.01 1.34 0.01
```

Output
HOMO level (eV): -10.40
SMILES: O=CCBr

---

[4]
C4H9F2NO2 | ωB97M-V/def2-TZVPD

The geometry in XYZ format:
```
18
C4H9F2NO2, DFT ωB97M-V/def2-TZVPD
C 2.04 -0.46 -0.76
C -1.83 1.11 1.00
C 1.05 -0.40 0.38
C -1.86 -0.14 0.07
N -0.42 -0.51 -0.24
O 1.10 -1.39 1.35
O -2.65 -0.04 -1.06
F -0.38 -1.76 -0.86
F -2.44 -1.19 0.77
H 2.14 -1.44 -1.35
H 1.71 0.40 -1.31
H 3.04 -0.24 -0.27
H -2.75 1.11 1.73
H -2.05 1.86 0.23
H -0.90 1.12 1.44
H 1.11 0.64 0.75
H 0.57 -2.12 1.02
H -2.63 -0.92 -1.45
```

Output
⟨S²⟩: 2.01
Spin multiplicity: 3
HOMO level (alpha / beta) (eV): -4.54 / -11.28

---

[5]
C4H10N2 | ωB97M-V/def2-TZVPD

The geometry in XYZ format:
```
16
C4H10N2, DFT ωB97M-V/def2-TZVPD
C 0.14 -0.76 0.78
C -0.74 -1.78 0.08
C 2.17 0.55 -0.01
C -1.87 1.52 -0.50
N 0.80 0.19 -0.08
N -0.10 0.72 0.77
H 0.68 -1.10 1.70
H -0.93 -2.65 0.74
H -0.11 -2.02 -0.77
H -1.71 -1.30 -0.41
H 2.50 0.36 -1.08
H 2.34 1.61 0.25
H 2.81 -0.18 0.58
H -2.76 1.82 -0.10
H -1.16 2.30 -0.71
H -2.05 0.74 -1.24
```

Output
HOMO level (alpha / beta) (eV): -8.04 / -7.91

---

[6]
C24H41N5O19S4 | ωB97M-V/def2-TZVPD

The geometry in XYZ format:
```
93
C24H41N5O19S4, DFT ωB97M-V/def2-TZVPD
O -3.44 2.73 23.31
S -4.49 1.91 22.65
O -4.02 0.93 21.69
O -5.66 1.27 23.69
C -6.50 2.35 24.07
C -6.83 3.08 22.84
O -5.67 2.94 22.02
H -7.38 1.90 24.52
H -6.09 3.09 24.76
H -7.12 4.12 23.00
H -7.74 2.57 22.50
O -13.66 -2.43 24.76
S -14.23 -3.50 25.54
O -14.33 -3.33 27.02
O -15.75 -3.99 24.97
C -15.98 -5.34 25.26
C -14.60 -5.90 24.88
O -13.54 -4.94 25.21
H -16.20 -5.22 26.32
H -16.84 -5.67 24.68
H -14.64 -6.03 23.80
H -14.30 -6.83 25.35
O -12.63 5.40 25.81
S -13.20 6.58 25.20
O -13.08 7.88 25.87
O -12.95 6.77 23.55
C -13.96 6.16 22.78
C -14.99 5.62 23.79
O -14.76 6.36 24.96
H -14.41 6.86 22.08
H -13.56 5.43 22.07
H -14.67 4.58 23.86
H -16.03 5.59 23.45
O -3.52 9.92 27.00
S -4.45 10.34 25.89
O -4.31 9.87 24.54
O -6.04 10.30 26.41
C -6.49 11.56 26.97
C -5.31 12.50 26.87
O -4.49 11.96 25.86
H -7.22 11.90 26.23
H -6.96 11.43 27.94
H -4.81 12.53 27.84
H -5.43 13.53 26.51
C -20.13 4.76 18.94
C -19.19 3.74 18.83
C -18.00 3.93 18.15
N -17.72 5.14 17.62
C -18.67 6.14 17.68
C -19.87 5.94 18.26
H -21.04 4.50 19.45
H -19.36 2.80 19.33
H -17.25 3.19 17.96
H -18.51 7.08 17.17
H -20.59 6.74 18.36
C -11.01 10.00 13.16
C -11.35 8.93 13.99
C -10.62 7.72 13.83
N -9.65 7.51 12.97
C -9.26 8.62 12.24
C -10.03 9.83 12.21
H -11.54 10.92 13.33
H -12.21 8.83 14.64
H -10.99 6.86 14.38
H -8.49 8.52 11.48
H -9.78 10.66 11.56
C -17.42 11.15 33.29
C -16.70 9.89 33.74
N -15.90 9.27 32.87
O -16.88 9.47 34.91
H -17.19 11.43 32.26
H -17.13 11.93 33.99
H -18.49 10.97 33.40
H -15.61 8.35 33.17
H -15.56 9.64 31.99
C -19.28 0.92 27.45
C -20.13 -0.25 27.95
N -20.68 -1.14 27.14
O -20.41 -0.31 29.11
H -19.14 1.56 28.32
H -19.80 1.53 26.72
H -18.31 0.56 27.11
H -21.31 -1.73 27.66
H -20.60 -1.15 26.14
C -13.94 13.08 20.28
C -14.37 13.41 18.89
N -13.79 14.38 18.20
O -15.25 12.73 18.38
H -14.62 12.31 20.64
H -13.76 13.90 20.99
H -13.00 12.54 20.40
H -14.06 14.63 17.26
H -13.28 15.05 18.76
```

Output
HOMO level (eV): -9.47
SMILES: O=S1(=O)OCCO1.O=S1(=O)OCCO1.O=S1(=O)OCCO1.O=S1(=O)OCCO1.c1ccncc1.c1ccncc1.CC(N)=O.CC(N)=O.CC(N)=O